Entry 1:
ORCA calculation (ωB97M-V with the def2-TZVPD basis set) on a structure of composition C44H42Br2N4O2PSiTi.

- Energy above the lowest of the compared OMol25 structures with the same formula, charge and spin: 0.374 eV
- Multiplicity: 3
- Charge: -1
- LUMO level (alpha / beta): 1.96 / 1.94 eV

Geometry as XYZ:
```
97
Properties=species:S:1:pos:R:3:forces:R:3
Ti -0.207197 0.032027 0.171294 -0.5 -4.5 0.0
O -1.237101 1.290282 2.632260 0.0 0.6 0.4
N -1.120926 -0.045290 2.139340 0.3 0.7 -0.5
C -1.744713 -0.798834 3.042834 -0.4 0.1 0.9
C -1.912979 -2.189922 3.170308 0.3 0.0 -0.3
C -2.727705 -2.681912 4.224833 -0.2 -0.1 0.2
C -2.912456 -4.025163 4.421052 -0.1 0.3 0.1
C -2.276730 -4.959509 3.595441 0.1 -0.3 -0.2
C -1.497449 -4.507950 2.547484 -0.1 0.0 0.2
C -1.317429 -3.152341 2.318449 0.0 0.4 -0.2
P -0.392397 -2.567501 0.859010 -0.6 -0.9 0.8
C 1.169821 -3.435105 1.275624 0.1 0.2 -0.2
C 1.607908 -3.196321 2.580346 -0.1 0.0 -0.1
C 2.787853 -3.735180 3.048682 0.1 0.0 0.1
C 3.544688 -4.554022 2.225274 0.1 0.0 0.0
C 3.134039 -4.778664 0.924144 0.1 -0.1 0.0
C 1.971228 -4.202439 0.439766 -0.2 0.0 0.0
C -1.402578 -3.575835 -0.303400 0.0 0.2 -0.2
C -1.040216 -4.623497 -1.137911 0.1 0.1 0.1
C -1.985639 -5.232101 -1.949501 -0.1 -0.2 -0.1
C -3.303110 -4.811245 -1.942375 0.0 0.0 0.0
C -3.679860 -3.774241 -1.101711 -0.1 0.0 0.0
C -2.740802 -3.167889 -0.295730 0.2 0.0 0.0
H -0.906500 1.866487 1.905575 -0.3 -0.5 0.5
H -2.192826 -0.220861 3.854610 0.0 0.0 -0.2
H -3.224786 -1.968653 4.871063 0.0 0.0 0.0
H -3.560601 -4.372742 5.216643 0.0 0.0 0.1
H -2.406765 -6.017500 3.770596 0.0 -0.1 0.0
H -1.016654 -5.217510 1.885934 0.0 -0.1 0.0
H 1.005527 -2.577780 3.232163 0.0 0.0 0.0
H 3.116302 -3.520106 4.055867 0.0 0.0 0.1
H 4.456188 -5.001644 2.595825 0.1 0.0 0.0
H 3.725276 -5.407189 0.273010 0.1 0.0 -0.1
H 1.711449 -4.341922 -0.596503 0.0 0.0 -0.1
H -0.024470 -4.980505 -1.172606 0.1 0.0 0.0
H -1.688098 -6.046112 -2.595983 0.1 -0.1 0.0
H -4.030509 -5.285216 -2.586113 -0.1 0.0 0.0
H -4.707950 -3.441494 -1.076924 -0.1 0.1 0.0
H -3.027850 -2.356909 0.361842 -0.1 0.0 0.0
C 2.334733 1.000454 2.055353 0.1 0.2 0.3
N 1.789569 0.096589 1.057972 0.8 -0.3 -0.8
C 2.641203 -0.522740 0.307629 0.2 0.4 0.6
C 2.204470 -1.316960 -0.768187 0.2 -0.6 -0.8
C 2.942282 -2.021386 -1.730681 0.0 0.4 0.3
C 2.015946 -2.545984 -2.622047 0.0 -0.1 -0.1
C 0.760118 -2.143894 -2.162257 -0.3 -0.2 -0.2
N 0.858521 -1.406548 -1.045594 0.8 0.2 -0.5
C 2.751188 0.255724 3.298166 0.0 0.1 0.0
C 4.086967 0.015706 3.587284 -0.1 0.1 -0.1
C 4.444171 -0.648263 4.747943 0.1 -0.1 0.1
C 3.467233 -1.095668 5.619724 0.1 0.0 0.1
C 2.129540 -0.887007 5.322216 0.0 0.0 0.1
C 1.774296 -0.213884 4.168238 0.0 0.1 0.0
H 1.551374 1.716344 2.325983 0.1 0.0 -0.1
H 3.195159 1.552206 1.639315 -0.2 -0.1 0.1
H 3.721305 -0.406102 0.464466 -0.1 0.0 0.0
H 4.010350 -2.131196 -1.756444 0.2 0.0 0.0
H 2.218900 -3.123473 -3.507248 0.0 -0.1 -0.1
H -0.196772 -2.368022 -2.604690 -0.1 0.1 0.0
H 4.857392 0.360521 2.910969 0.0 0.1 -0.1
H 5.489380 -0.809622 4.974587 0.1 0.0 0.0
H 3.751971 -1.601001 6.531996 0.0 -0.1 0.1
H 1.362131 -1.244689 5.994337 -0.1 0.0 0.0
H 0.733997 -0.041614 3.933623 -0.2 0.0 0.0
Br -0.428334 4.578272 1.844650 0.2 -0.1 -0.3
C 0.392941 4.145056 0.180904 -0.5 -1.1 0.6
C 1.021427 5.138033 -0.545736 0.6 0.0 -1.1
C 1.615096 4.814699 -1.753933 0.0 0.8 0.4
Br 2.457700 6.231899 -2.732898 -0.1 -0.2 0.1
C 1.624031 3.505663 -2.270801 -0.2 -0.2 0.3
C 2.205755 3.092714 -3.479375 -0.1 -1.0 -0.3
C 2.081671 1.758729 -3.850983 0.4 1.5 -0.2
C 1.425529 0.869270 -3.022291 -0.8 -0.5 1.4
N 0.898688 1.206554 -1.841269 0.5 0.2 -1.0
C 0.982695 2.503563 -1.487965 0.1 0.1 -0.3
C 0.347865 2.812045 -0.255342 -0.3 0.5 0.8
O -0.228935 1.832204 0.389363 0.3 4.5 0.1
H 1.054899 6.150264 -0.171643 0.0 0.0 0.0
H 2.731071 3.798945 -4.104139 0.0 0.1 0.0
H 2.498488 1.405870 -4.783230 0.0 0.0 0.0
H 1.307621 -0.163378 -3.312392 0.1 -0.1 0.1
C -3.363694 2.698980 -0.259796 0.0 -0.7 -0.1
Si -3.539177 0.813989 -0.564848 -0.4 -0.1 -0.1
C -4.894102 0.610227 -1.927189 0.5 0.1 0.4
C -4.389188 0.074118 0.991388 0.5 0.3 -0.5
C -1.926544 0.011106 -1.087945 -0.8 0.0 -0.3
H -4.331630 3.192360 -0.229922 -0.2 0.0 0.0
H -2.777643 3.168647 -1.045869 0.1 0.1 -0.2
H -2.868840 2.889081 0.687584 0.1 0.0 0.2
H -5.833150 1.072107 -1.637854 -0.2 0.1 0.1
H -5.088003 -0.443390 -2.107251 0.0 -0.3 0.0
H -4.585084 1.050823 -2.870015 0.1 0.1 -0.2
H -3.746613 0.145133 1.860997 0.1 0.0 0.2
H -4.643903 -0.971581 0.847354 -0.1 -0.2 0.0
H -5.311630 0.601683 1.216710 -0.2 0.2 -0.1
H -1.579926 0.540172 -1.989078 -0.2 0.1 0.0
H -2.119695 -1.019945 -1.409381 -0.2 0.0 0.0
```
Positions in Å, forces in eV/Å.

Entry 2:
ORCA calculation (ωB97M-V with the def2-TZVPD basis set) on a structure of composition C44H43I2N4O5SW.

- Energy above the lowest of the compared OMol25 structures with the same formula, charge and spin: 0.819 eV
- Multiplicity: 1
- Charge: -1
- LUMO level: 1.79 eV

Geometry as XYZ:
```
100
Properties=species:S:1:pos:R:3:forces:R:3
W -0.640666 -0.000913 0.305530 -0.1 -0.2 0.5
C -3.214867 0.580238 4.024224 -0.1 0.0 0.0
O -3.040536 1.993540 4.061815 0.2 -0.1 0.1
C -2.445207 2.628944 3.005598 -0.1 0.0 0.0
C -2.751553 3.979421 2.877800 0.0 0.0 0.0
C -2.238359 4.750095 1.845884 0.0 0.0 0.0
C -1.402503 4.164047 0.904919 0.1 0.0 0.0
C -1.074809 2.823595 1.026760 -0.2 0.0 -0.1
C -0.193255 2.062509 0.081664 0.1 0.1 0.0
N -0.668509 1.538429 -1.114655 0.1 -0.2 -0.1
N 0.311017 1.418657 -2.129955 -0.1 0.1 0.0
C 0.974696 0.329107 -2.017011 -0.1 -0.1 0.0
O 0.825957 -0.496188 -0.985044 0.1 -0.1 -0.1
C 1.980246 -0.051521 -3.036023 0.1 0.0 0.1
C 2.013472 0.582385 -4.275595 0.0 0.0 0.0
C 2.957532 0.211167 -5.218290 0.0 0.0 0.0
C 3.873955 -0.796368 -4.934697 0.0 0.0 0.0
C 3.837990 -1.432188 -3.702666 0.0 0.0 0.0
C 2.893080 -1.062343 -2.754984 0.0 0.0 0.0
C -1.571750 2.039205 2.080097 0.1 0.0 -0.1
O -1.189669 0.748208 2.127261 -0.2 0.2 0.0
H -3.842231 0.347552 4.883950 0.0 0.0 0.0
H -2.269611 0.046402 4.096362 0.0 0.0 0.0
H -3.725198 0.275466 3.107548 0.0 0.0 0.0
H -3.428216 4.407654 3.607570 0.0 0.0 0.0
H -2.511135 5.795192 1.768063 0.0 0.0 0.0
H -1.011554 4.736664 0.071375 0.0 0.0 0.0
H 0.850168 2.376649 0.074391 0.0 0.0 0.0
H 1.285341 1.355747 -4.480280 0.0 0.0 0.0
H 2.974420 0.700628 -6.184686 0.0 0.0 0.0
H 4.605643 -1.089536 -5.677993 0.0 0.0 0.0
H 4.538563 -2.228194 -3.479824 0.0 0.0 0.0
H 2.834072 -1.567131 -1.798935 0.0 0.0 0.0
I -1.269390 -4.389592 3.293635 0.1 0.0 0.0
C 0.135228 -2.863785 3.458362 0.0 -0.2 -0.1
C 1.039136 -2.891365 4.537568 0.0 0.0 -0.1
C 2.058452 -1.989332 4.620865 0.2 0.0 0.2
I 3.380468 -2.132198 6.242596 0.0 0.0 -0.1
C 2.236353 -1.003965 3.617857 0.0 -0.1 0.0
C 3.301785 -0.080596 3.547962 0.0 0.0 0.0
C 3.383727 0.766751 2.482460 0.0 0.0 0.0
C 2.370405 0.751967 1.509439 0.1 0.2 -0.1
N 1.343279 -0.053062 1.574718 -0.1 -0.1 0.2
C 1.291984 -0.966709 2.575911 -0.2 0.0 0.0
C 0.215077 -1.916753 2.449349 0.2 0.2 0.1
O -0.545308 -1.846871 1.407888 0.0 0.0 -0.2
H 0.930286 -3.655248 5.294587 0.0 0.0 0.0
H 4.055107 -0.067742 4.324403 0.0 0.0 0.0
H 4.206121 1.461673 2.386834 0.0 0.0 0.0
H 2.411212 1.424085 0.663680 0.0 0.0 0.0
C 3.295460 -5.517994 0.560043 0.0 0.0 -0.1
C 2.390999 -4.889315 -0.469342 0.0 0.0 0.1
C 1.208889 -4.260892 -0.092313 0.0 0.0 0.0
C 0.385136 -3.646273 -1.023989 0.1 0.0 0.0
C 0.722352 -3.674857 -2.371248 0.0 0.1 -0.1
C 1.894718 -4.315021 -2.764348 0.0 0.0 0.0
C 2.721594 -4.906842 -1.821179 0.0 0.0 0.0
S -0.204645 -2.771702 -3.583647 0.0 0.0 0.0
C -1.910638 -3.255285 -3.207244 0.1 0.0 -0.1
O -1.971787 -0.889807 -1.031887 0.0 0.1 0.0
H 2.847336 -5.465463 1.552367 0.0 0.0 0.0
H 4.259652 -5.005782 0.598596 0.0 0.0 0.0
H 3.490673 -6.567344 0.328798 0.0 0.0 0.0
H 0.933812 -4.225071 0.955398 0.0 0.0 0.0
H -0.492246 -3.108594 -0.686633 0.0 0.0 0.0
H 2.158779 -4.331409 -3.814827 0.0 0.0 0.0
H 3.636675 -5.394201 -2.142833 0.0 0.0 0.0
H -1.993051 -3.511950 -2.156453 0.0 0.0 0.0
H -2.213857 -4.099797 -3.824566 0.0 0.0 0.0
H -2.546383 -2.393135 -3.397202 0.0 0.0 0.0
C -3.839995 -3.284652 0.454392 0.0 0.1 0.0
C -3.956770 -2.179527 1.510098 -0.1 0.0 0.0
C -4.663299 -2.695893 2.761947 0.0 0.0 0.0
C -4.637215 -0.967184 0.902948 0.0 -0.1 0.1
C -6.015890 -0.797771 0.992615 0.0 0.0 0.0
C -6.640223 0.292911 0.413965 0.1 0.0 0.0
C -5.889749 1.232826 -0.271664 -0.1 0.0 0.1
C -4.512831 1.096683 -0.401220 0.1 0.0 -0.1
C -3.718397 2.080517 -1.228029 0.0 0.0 0.0
C -4.278901 3.500308 -1.201625 0.0 0.0 0.0
C -3.578508 1.563012 -2.662331 0.0 0.0 0.0
C -3.894847 -0.013106 0.195390 0.0 0.0 -0.1
N -2.492135 -0.193440 0.060458 0.0 0.0 0.1
H -3.265041 -4.128137 0.843890 0.0 0.0 0.0
H -3.336992 -2.896921 -0.431288 0.0 0.0 0.0
H -4.833366 -3.641460 0.164156 0.0 0.0 0.0
H -2.942149 -1.882509 1.781765 0.0 0.0 0.0
H -5.689379 -3.006086 2.556315 0.0 0.0 0.0
H -4.685519 -1.939000 3.550101 0.0 0.0 0.0
H -4.140264 -3.569977 3.147337 0.0 0.0 0.0
H -6.615800 -1.521220 1.526847 0.0 0.0 0.0
H -7.713809 0.411943 0.500960 0.0 0.0 0.0
H -6.382536 2.087129 -0.716709 0.0 0.0 0.0
H -2.713835 2.118482 -0.821104 0.0 0.0 0.0
H -5.215700 3.585785 -1.760300 0.0 0.0 0.0
H -3.558046 4.176313 -1.666387 0.0 0.0 0.0
H -4.445996 3.841621 -0.177787 0.0 0.0 0.0
H -4.562122 1.462074 -3.133638 0.0 0.0 0.0
H -3.074974 0.595939 -2.667181 0.0 0.0 0.0
H -2.974023 2.257394 -3.250306 0.0 0.0 0.0
```
Positions in Å, forces in eV/Å.

Entry 3:
ORCA calculation (ωB97M-V with the def2-TZVPD basis set) on a structure of composition C44H43LaN8O5S2.

- Energy above the lowest of the compared OMol25 structures with the same formula, charge and spin: 0.000 eV
- Multiplicity: 1
- Charge: -2
- LUMO level: 3.86 eV

Geometry as XYZ:
```
103
Properties=species:S:1:pos:R:3:forces:R:3
La -1.793778 0.526574 0.299573 0.4 -0.3 1.3
O -0.920492 -0.754292 2.126678 0.1 -0.5 0.3
C -0.867133 -1.913217 2.675892 0.0 0.0 0.0
C -0.058359 -2.133086 3.827955 0.1 0.1 0.1
C 0.045460 -3.367901 4.418410 -0.1 0.0 -0.1
C -0.675354 -4.473241 3.921826 0.1 0.1 0.0
C -1.489237 -4.286133 2.829127 0.0 0.0 -0.1
C -1.600843 -3.037669 2.185593 -0.1 0.0 -0.1
C -2.517710 -2.932171 1.065301 0.2 0.0 0.1
N -2.708421 -1.900586 0.337778 -0.3 -0.2 0.0
C -3.748666 -1.943332 -0.676741 -0.1 0.2 0.1
C -4.878005 -0.993911 -0.264666 0.2 -0.1 0.1
N -4.380247 0.350149 0.012453 -0.2 -0.2 -0.1
C -5.144483 1.336146 -0.234924 -0.1 0.2 0.1
C -4.906272 2.741551 0.065403 0.0 0.0 -0.1
C -5.907836 3.643123 -0.333122 0.0 -0.1 0.0
C -5.819444 4.996828 -0.111954 0.1 0.1 0.1
C -4.679326 5.485766 0.545974 -0.1 -0.1 -0.1
C -3.687795 4.631151 0.964360 0.0 0.1 0.0
C -3.746996 3.228112 0.743425 0.0 0.0 0.2
O -2.782575 2.472926 1.158939 -0.6 0.7 0.0
H 0.511160 -1.289551 4.205074 0.0 -0.1 0.0
H 0.718812 -3.489911 5.260841 -0.1 0.0 0.0
H -0.581297 -5.446058 4.389469 0.0 0.0 0.0
H -2.066859 -5.119082 2.434422 0.0 0.0 0.0
H -3.093862 -3.838721 0.848029 0.0 -0.1 0.0
H -4.163707 -2.946828 -0.803170 0.0 -0.2 0.0
H -3.320361 -1.613210 -1.624327 0.0 0.0 0.0
H -5.304191 -1.384842 0.663629 -0.1 0.0 0.1
H -5.663556 -0.994986 -1.025091 -0.1 0.1 -0.1
H -6.114692 1.138389 -0.706459 -0.1 0.0 0.0
H -6.784087 3.238475 -0.835748 0.1 0.0 0.0
H -6.606350 5.667242 -0.434468 0.0 0.0 0.0
H -4.579065 6.551570 0.721686 0.0 0.0 0.0
H -2.809724 5.004835 1.478176 0.0 0.0 0.0
N 0.730896 -2.226921 -1.951820 -0.1 0.3 -0.1
C 0.200831 -3.311205 -1.347123 0.2 0.0 0.0
S -1.102551 -4.158402 -1.984698 0.0 0.1 0.2
N 0.829207 -3.714239 -0.216221 0.2 0.1 0.0
C 2.133670 -3.376459 0.232460 0.0 0.0 0.0
C 3.184086 -3.135626 -0.653012 0.1 0.0 0.0
C 4.460983 -2.902466 -0.154747 -0.1 0.0 0.0
C 4.698705 -2.901148 1.213218 0.0 -0.1 -0.1
C 3.648957 -3.139271 2.092781 0.0 -0.4 -0.1
C 2.375155 -3.380027 1.600758 -0.1 0.0 0.1
H 0.116846 -1.728056 -2.577729 -0.1 0.0 0.0
H 1.350845 -1.632214 -1.415456 -0.1 0.0 0.0
H 0.286456 -4.314080 0.379729 0.0 -0.2 0.0
H 3.010781 -3.142236 -1.721503 0.0 -0.1 0.0
H 5.273099 -2.728480 -0.850618 0.0 0.1 0.0
H 5.693121 -2.704650 1.598842 -0.1 0.0 0.0
H 3.807360 -3.089521 3.164645 0.0 -0.1 0.0
H 1.547319 -3.542227 2.285524 0.1 0.0 -0.1
N 0.459505 1.783907 1.257564 0.3 -0.3 0.2
C 1.271790 1.216074 2.283162 0.1 0.2 0.0
C 2.185774 0.215955 1.957438 0.0 -0.1 0.0
C 3.006507 -0.324897 2.933227 0.0 0.3 0.3
C 2.904229 0.099551 4.256530 0.0 0.1 -0.1
C 1.980179 1.079955 4.589026 0.1 -0.1 -0.1
C 1.177053 1.644774 3.600604 -0.1 0.0 0.1
S 3.992938 -0.622336 5.482329 -0.1 0.2 -0.1
O 5.280791 0.015831 5.242808 0.1 0.0 0.0
O 3.981492 -2.049967 5.170153 0.0 -0.1 0.0
O 3.385813 -0.287292 6.762582 0.0 0.0 0.1
H 0.068922 2.669063 1.543794 0.0 0.2 0.0
H 1.011088 1.882423 0.404443 0.0 0.1 -0.1
H 2.235875 -0.138761 0.931931 0.1 0.0 0.0
H 3.727316 -1.097519 2.694609 -0.2 0.5 0.0
H 1.899635 1.378759 5.627427 0.0 0.0 -0.1
H 0.448838 2.409503 3.856347 0.0 0.0 0.0
N 2.532887 0.852369 -3.333167 -0.1 0.0 -0.2
C 1.647682 1.283951 -2.381098 0.4 -0.2 0.0
N 2.238520 1.523171 -1.241015 0.1 0.0 0.1
C 3.588971 1.229114 -1.441346 -0.3 0.0 0.1
C 4.658572 1.261547 -0.548016 0.0 0.0 0.0
C 5.904611 0.880700 -1.017570 0.0 0.0 0.1
C 6.097538 0.484997 -2.350434 0.0 0.0 0.0
C 5.042904 0.437804 -3.246153 0.0 0.0 -0.1
C 3.790771 0.808042 -2.761133 -0.1 0.0 -0.1
H 2.287819 0.629144 -4.280177 0.0 0.0 0.0
H 0.575559 1.329063 -2.555663 0.1 0.1 0.1
H 4.504645 1.546050 0.486978 0.0 0.0 -0.1
H 6.748555 0.879554 -0.336872 0.0 0.0 0.0
H 7.090580 0.199621 -2.680665 -0.1 0.0 0.0
H 5.187413 0.136261 -4.278759 0.0 0.0 0.1
C -0.996585 3.576814 -1.723683 0.0 -0.1 -0.2
C -1.384052 2.867869 -2.994063 0.1 0.0 0.0
C -1.433172 3.568570 -4.195337 -0.1 -0.1 0.0
C -1.775060 2.959945 -5.400763 0.0 -0.1 0.1
C -2.103575 1.602486 -5.368713 0.0 0.0 0.1
C -2.073231 0.862116 -4.195954 0.0 0.2 0.1
C -2.449993 -0.593633 -4.211580 0.0 0.1 0.0
C -1.662153 1.452817 -2.932974 0.3 -0.6 -0.4
N -1.446323 0.705040 -1.831030 0.0 0.8 -1.8
H -0.799794 4.632510 -1.916950 0.0 0.0 0.0
H -0.098279 3.135687 -1.275258 0.0 0.0 0.0
H -1.791449 3.515047 -0.978344 0.0 0.0 0.1
H -1.193577 4.630058 -4.190664 0.0 0.0 0.1
H -1.779086 3.518475 -6.330632 0.0 0.0 0.0
H -2.381347 1.101621 -6.296773 0.0 0.0 0.1
H -2.348181 -1.024280 -5.212018 0.0 0.0 0.0
H -3.490042 -0.739156 -3.888597 0.1 0.0 0.0
H -1.829313 -1.155280 -3.509932 -0.1 0.0 0.0
```
Positions in Å, forces in eV/Å.

Results for E_tot: -236735.0384 -91389.6558 -91022.2570 (in eV, following the order of the records).